Formula: C26H23BrCl4N2O4S3Y
Source: the OMol25 dataset
Level of theory: ωB97M-V/def2-TZVPD

```
64
Properties=species:S:1:pos:R:3:forces:R:3
Y 0.380 0.054 -1.224 0.0 -0.1 0.1
C 0.232 -2.767 -3.733 0.0 0.0 0.0
C 1.527 -2.157 -4.253 0.0 0.0 0.0
S 1.796 -0.444 -3.711 0.0 0.0 0.0
C 3.491 -0.441 -3.057 0.0 0.0 0.0
C 3.810 -1.471 -1.982 0.0 0.0 0.0
S 2.758 -1.366 -0.496 0.1 0.0 0.0
C 2.240 -3.081 -0.241 0.0 0.0 0.0
C 1.481 -3.748 -1.379 0.0 0.0 0.0
S 0.012 -2.828 -1.929 0.0 0.0 0.0
H -0.634 -2.203 -4.085 0.0 0.0 0.0
H 0.123 -3.780 -4.122 0.0 0.0 0.0
H 2.392 -2.749 -3.961 0.0 0.0 0.0
H 1.498 -2.167 -5.343 0.0 0.0 0.0
H 4.177 -0.566 -3.895 0.0 0.0 0.0
H 3.598 0.576 -2.677 0.0 0.0 0.0
H 3.751 -2.489 -2.365 0.0 0.0 0.0
H 4.839 -1.314 -1.660 0.0 0.0 0.0
H 3.115 -3.681 0.007 0.0 0.0 0.0
H 1.626 -3.037 0.661 0.0 0.0 0.0
H 2.121 -3.905 -2.245 0.0 0.0 0.0
H 1.147 -4.731 -1.049 0.0 0.0 0.0
Cl 3.683 3.350 3.893 0.0 0.0 0.0
C 3.167 2.835 2.336 0.0 0.0 0.0
C 3.872 3.214 1.199 0.0 0.0 0.0
Cl 5.275 4.198 1.332 0.0 0.0 0.0
C 3.436 2.790 -0.059 0.0 0.0 0.0
Cl 4.291 3.216 -1.498 0.0 0.0 0.0
C 2.306 1.999 -0.186 0.0 0.1 0.0
O 1.836 1.568 -1.371 0.0 0.0 0.0
C 1.609 1.592 0.968 -0.1 0.0 0.0
O 0.539 0.792 0.787 0.0 -0.1 -0.1
C 2.038 2.021 2.212 0.0 0.0 0.0
Cl 1.144 1.513 3.600 0.0 0.0 0.0
C -1.595 1.372 -3.823 0.0 0.0 0.0
O -1.548 0.815 -2.494 0.0 0.0 0.0
C -2.411 1.370 -1.547 0.0 0.1 0.0
C -3.140 2.528 -1.742 0.0 0.0 0.0
C -3.900 3.019 -0.686 0.0 0.0 0.0
Br -4.914 4.582 -0.954 0.0 0.0 0.0
C -3.892 2.408 0.553 0.0 0.0 0.0
C -3.137 1.256 0.746 0.0 0.0 0.0
C -2.451 0.712 -0.328 0.0 0.0 0.1
O -1.750 -0.485 -0.235 -0.1 0.0 0.0
C -3.036 0.626 2.070 0.0 0.0 0.0
N -4.005 0.481 2.912 0.0 0.0 0.0
C -3.434 -0.164 4.007 0.0 0.0 0.0
C -4.021 -0.550 5.210 0.0 0.0 0.0
C -3.210 -1.157 6.148 0.0 0.0 0.0
C -1.846 -1.381 5.903 0.0 0.0 0.0
C -1.254 -1.014 4.709 0.0 0.0 0.0
C -2.079 -0.409 3.770 0.0 0.0 0.0
N -1.829 0.067 2.483 0.0 0.0 0.0
H -2.612 1.311 -4.206 0.0 0.0 0.0
H -0.930 0.766 -4.431 0.0 0.0 0.0
H -1.244 2.403 -3.812 0.0 0.0 0.0
H -3.124 3.057 -2.682 0.0 0.0 0.0
H -4.448 2.815 1.386 0.0 0.0 0.0
H -1.803 -0.786 0.698 0.0 0.0 0.0
H -5.071 -0.369 5.394 0.0 0.0 0.0
H -3.629 -1.464 7.096 0.0 0.0 0.0
H -1.244 -1.850 6.669 0.0 0.0 0.0
H -0.201 -1.183 4.524 0.0 0.0 0.0
H -0.921 0.436 2.188 0.0 0.0 0.0
```
Forces are in eV/Å.

Output
2S+1: 1
energy relative to the best compared isomer or geometry (same formula, charge and spin): 0.0391 eV
gap between HOMO and LUMO: 7.4 eV
total charge: +1
E_tot: -7062.71893 Ha
HOMO energy: -10.13 eV